# C11H16BClN6Ni

C11H16BClN6Ni as an isolated structure in a non-equilibrium geometry (wB97M-V/def2-TZVPD, the Open Molecules 2025 dataset).

Element x y z (Å)
H -0.30141 2.97696 2.25394
N -0.13732 1.71618 0.59115
B 0.55523 0.63887 -1.66868
N 0.41985 1.82498 -0.67905
C 0.77359 3.10622 -0.85745
Ni -1.05094 -0.61876 1.12984
H 1.14715 3.52071 -1.78745
C 0.50942 3.80152 0.32524
H 0.63703 4.83931 0.51135
C -0.01194 2.88410 1.23140
H 0.92846 0.93656 -2.76362
C -1.27580 -2.50080 1.60499
H -1.32169 -2.47534 2.71606
H -0.42090 -3.09375 1.24673
H -2.21007 -2.87265 1.15144
N -0.87993 0.04887 -1.60326
N 1.46502 -0.41728 -1.02704
N -1.59960 -0.30128 -0.44068
N 1.13400 -0.94163 0.20941
C -1.69557 -0.09947 -2.63487
C 2.63871 -0.93247 -1.46837
H -1.44613 0.24605 -3.60189
H 3.06739 -0.59143 -2.39070
C -2.89584 -0.65698 -2.20039
C 3.08016 -1.86063 -0.50982
C -2.79327 -0.84456 -0.83344
C 2.08196 -1.84646 0.50710
H -3.73364 -0.83162 -2.80068
H 3.97800 -2.42293 -0.51291
H -3.44182 -1.40252 -0.18717
H 2.04467 -2.46244 1.39403
H -0.97314 1.10739 0.90227
Cl -0.37211 0.58486 4.12099
C 0.28023 -0.23342 2.70467
H 1.11215 0.39624 2.38708
H 0.70809 -1.22239 2.97977

The maximum force is 7.34 eV Å⁻¹. The frontier orbital gap (alpha / beta) comes out at 6.33 / 7.29 eV. Its total charge is 0. Its spin multiplicity is 3. The relative energy (zero: lowest compared OMol25 entry of this formula, charge and spin) comes out at 420.3 kJ/mol.

# C11H16BrCl2NO2PTc

C11H16BrCl2NO2PTc as an isolated structure in a non-equilibrium geometry (wB97M-V/def2-TZVPD, the Open Molecules 2025 dataset).

Element x y z (Å)
C -0.72268 -3.97088 -2.88833
C -0.86514 -2.93537 -1.85134
H -1.72828 -4.29890 -3.16235
H -0.14229 -4.80749 -2.49691
H -0.20978 -3.58647 -3.77844
O -1.80788 -2.19704 -1.63428
Cl 0.56891 -2.83685 -0.67217
Tc 0.12689 -0.66071 0.12346
P -0.24854 1.04981 -1.24113
C -1.78953 1.97894 -0.92655
C 1.02620 2.35086 -1.27206
H 0.36416 -0.03526 -3.30301
H -0.36273 1.58478 -3.59290
H -1.40030 0.17721 -3.17639
C -0.43125 0.65804 -3.00798
H 2.00971 1.87096 -1.23526
H 0.91989 2.95891 -2.18069
H -1.88856 2.79731 -1.65027
H -1.77311 2.38361 0.09074
H 0.92238 2.98217 -0.38251
H -2.64497 1.30165 -1.01311
C -1.75866 -0.87816 0.46258
O -2.90201 -0.99584 0.69807
Cl 2.57982 -0.45143 0.02938
Br 2.92325 -1.43593 5.07464
C 1.77157 -0.31743 4.05503
C 1.58318 1.02118 4.38738
C 0.72330 1.77915 3.60554
C 0.14206 1.22344 2.46601
N 0.43948 -0.03582 2.09153
C 1.18502 -0.83704 2.90685
H 2.10956 1.42128 5.24027
H 0.48760 2.80785 3.84419
H -0.55757 1.78446 1.83305
H 1.35034 -1.85099 2.55697

The maximum force is 7.27 eV Å⁻¹. The frontier orbital gap (alpha / beta) comes out at 7.54 / 4.26 eV. Its total charge is +3. Its spin multiplicity is 4.

# C11H16BrN2O

A 2-piece molecular cluster, C11H16BrN2O overall in a non-equilibrium geometry (wB97M-V/def2-TZVPD, the Open Molecules 2025 dataset).

Element x y z (Å)
C -3.54965 -0.97680 -1.49902
C -2.48186 -1.81643 -1.49273
C -3.37299 0.33535 -1.85964
C -1.14749 -1.35977 -1.71329
C -0.04773 -2.34691 -1.57850
C -2.08465 0.89002 -2.32862
C 2.70648 1.12089 2.58446
C 0.45298 1.52687 1.84505
C 2.74136 -0.09827 1.65181
C 0.57010 0.31353 0.99236
C -0.94945 -0.02439 -2.03537
N 1.30130 1.44781 3.03123
N 1.91877 0.08513 0.40554
O 1.06080 -2.12363 -1.11467
Br 0.76956 0.67811 -2.51126
H -4.40983 -1.43420 -1.19347
H -2.46353 -2.80607 -1.33138
H -4.31724 0.80145 -1.86532
H -0.38008 -3.32849 -1.80273
H -2.18848 1.02680 -3.56619
H -1.71968 1.86249 -1.99724
H 3.34375 0.93794 3.33747
H 2.96988 2.11837 2.29721
H 0.66912 2.49196 1.16373
H -0.46799 1.74240 2.26331
H 3.77883 -0.36811 1.18777
H 2.39883 -1.01546 2.31919
H 0.05831 -0.54001 1.44781
H 0.76836 0.85310 3.64045
H 2.33738 0.90761 -0.12808
H 1.73485 -0.90130 -0.14991

The maximum force is 4.11 eV Å⁻¹. The frontier orbital gap (alpha / beta) comes out at 6.31 / 8.54 eV. Its total charge is +1. Its spin multiplicity is 1. The relative energy (zero: lowest compared OMol25 entry of this formula, charge and spin) comes out at 333.3 kJ/mol.

# C11H16BrN3

An isolated ion of composition C11H16BrN3 and charge +2 in a non-equilibrium geometry (wB97M-V/def2-TZVPD, the Open Molecules 2025 dataset).

Element x y z (Å)
C -1.10304 -1.47674 -1.29853
C -2.09470 -0.64145 0.65419
C -2.23707 -1.33917 -0.57068
C 0.11110 -0.91878 -0.98219
C -0.85529 -0.12401 1.07397
C 0.23345 -0.11471 0.16804
C 1.64818 1.64350 -0.45295
C 2.33623 0.48708 1.75909
C -3.58704 -1.88392 -0.95112
C 1.40032 -1.39901 -1.76095
C -0.90417 0.85617 2.13526
N 1.34917 0.66358 0.41231
N 0.77848 2.08204 -1.31735
N 3.25222 1.37282 1.92593
Br 2.23844 -1.06179 2.65585
H -1.09686 -2.16370 -2.22198
H -2.84694 -0.76241 1.40280
H 2.54252 2.17495 -0.29909
H -4.12462 -1.14696 -1.55076
H -3.40348 -2.79056 -1.58752
H -4.05058 -2.01306 -0.01612
H 1.50708 -2.46597 -2.19322
H 1.59754 -0.73151 -2.59947
H 2.20904 -1.30042 -0.93225
H -1.27396 0.35458 3.03284
H 0.19102 1.04099 2.47741
H -1.54128 1.75579 2.08018
H 0.82429 2.77129 -2.04041
H -0.28667 1.80492 -1.29308
H 3.45292 2.25457 1.43034
H 3.89979 1.18918 2.70831

The maximum force is 5.05 eV Å⁻¹. Its SMILES is Cc1cc(C)c(N(C=[NH2+])C(=[NH2+])Br)c(C)c1. The frontier orbital gap comes out at 6.48 eV. Its total charge is +2. Its spin multiplicity is 1. The relative energy (zero: lowest compared OMol25 entry of this formula, charge and spin) comes out at 308.9 kJ/mol.

# C11H16ClLiNO6S

C11H16ClLiNO6S as an isolated structure (wB97M-V/def2-TZVPD, the Open Molecules 2025 dataset).

Element x y z (Å)
Li 0.63814 -0.36235 0.23156
O 0.99662 3.24808 1.84507
Cl 1.13876 1.82448 1.92025
O 1.95635 1.45663 3.03770
O -0.16633 1.19266 2.03143
O 1.73752 1.32092 0.68546
N 0.59310 -2.15802 -3.40746
C 0.52220 -1.80763 -2.09498
O 0.47733 -0.62225 -1.78366
C 0.46853 -2.94663 -1.09303
C 0.70370 -2.49198 0.33663
H 0.61073 -1.43432 -4.10366
H 0.67059 -3.12001 -3.67851
H 1.12764 -3.74347 -1.48788
H -0.54612 -3.34964 -1.21154
H 1.77649 -2.55003 0.57123
H 0.19064 -3.15371 1.04241
C -5.23133 -4.52308 -1.25385
C -4.49455 -3.22567 -1.04765
C -3.36759 -3.16406 -0.23304
C -2.68404 -1.97199 -0.04089
C -3.15002 -0.82335 -0.66232
C -4.25933 -0.85977 -1.48968
C -4.92648 -2.06111 -1.67699
S -2.28900 0.73795 -0.42634
C -2.94501 1.04776 1.22281
O -2.96618 1.71744 -1.32219
H -4.69327 -5.35564 -0.80142
H -5.35907 -4.73838 -2.31618
H -6.22679 -4.48407 -0.80602
H -3.00547 -4.06728 0.24571
H -1.76907 -1.94097 0.54773
H -4.57396 0.05560 -1.97595
H -5.79446 -2.09796 -2.32688
H -4.03233 1.04828 1.15673
H -2.55134 2.00929 1.54074
H -2.57838 0.27443 1.89514

The maximum force is 0.20 eV Å⁻¹. The frontier orbital gap comes out at 6.24 eV. Its total charge is -1. Its spin multiplicity is 1. The relative energy (zero: lowest compared OMol25 entry of this formula, charge and spin) comes out at 21.5 kJ/mol.

# C11H16CoF6N3O13P2S3

C11H16CoF6N3O13P2S3 as an isolated structure in a non-equilibrium geometry (wB97M-V/def2-TZVPD, the Open Molecules 2025 dataset).

Element x y z (Å)
Co 0.04947 0.29338 0.51643
O -0.38192 2.27384 0.70642
N -1.08361 2.63313 1.75902
C -1.94143 3.66875 1.62830
C -2.64437 4.17812 2.69048
C -2.48932 3.58902 3.94796
C -1.63849 2.50652 4.06600
C -0.92573 1.99629 2.97558
S 0.11217 0.67321 3.11468
H -2.01465 4.06996 0.62763
H -3.30445 5.02079 2.54169
H -3.02862 3.96792 4.80626
H -1.49870 2.00385 5.00947
C -1.73062 -3.02736 -1.60839
C -1.82611 -3.01276 -0.09860
O -2.33890 -4.21293 0.42419
P -0.14093 -2.71217 0.58131
O -0.19310 -2.65424 2.16427
O 0.60143 -4.12541 0.33953
O 0.70180 -1.66479 -0.04499
P -2.82902 -1.60199 0.62028
O -3.55173 -0.88659 -0.63648
O -3.85023 -2.22940 1.50059
O -1.81439 -0.66688 1.21922
H -1.14525 -3.88835 -1.93240
H -1.23242 -2.10940 -1.91238
H -2.72502 -3.07705 -2.05117
H -3.02724 -3.91281 1.05075
H -0.45735 -1.74694 2.40401
H 1.52305 -3.89364 0.21061
H -2.85439 -0.32378 -1.00638
F 4.47818 -0.84355 2.61135
C 4.50337 -0.68173 1.28375
F 4.06088 -1.81939 0.74206
F 5.80201 -0.58324 0.94308
S 3.57232 0.86937 0.67935
O 2.21605 0.74246 1.07843
O 4.37278 1.90702 1.26835
N 3.90489 0.72197 -0.86445
S 2.73281 0.63674 -1.89716
O 2.95578 1.48061 -3.04607
O 1.39624 0.62046 -1.40765
C 3.09146 -1.06182 -2.67643
F 4.35159 -1.06901 -3.15191
F 2.98625 -2.10979 -1.86539
F 2.30045 -1.30115 -3.73620
C -0.51353 0.60721 -3.73555
C -0.80020 1.08870 -2.32695
N -0.61530 2.41450 -2.09191
O -1.30897 0.35642 -1.48776
H 0.37020 1.09336 -4.13830
H -1.37183 0.82454 -4.37163
H -0.35089 -0.46628 -3.72325
H 0.11664 2.86309 -2.61990
H -0.57110 2.58124 -1.07973

The maximum force is 2.12 eV Å⁻¹. The frontier orbital gap (alpha / beta) comes out at 5.33 / 4.21 eV. Its total charge is -2. Its spin multiplicity is 3. The relative energy (zero: lowest compared OMol25 entry of this formula, charge and spin) comes out at 148.7 kJ/mol.

# C11H16FN2

An isolated ion of composition C11H16FN2 and charge +1 in a non-equilibrium geometry (wB97M-V/def2-TZVPD, the Open Molecules 2025 dataset).

Element x y z (Å)
C -4.05856 -0.02696 0.51228
C -3.22132 0.90219 1.02605
C -3.56664 -1.07037 -0.33286
C -1.82596 0.91972 0.70402
C -2.21164 -1.02381 -0.63485
C -1.31148 -0.05781 -0.13664
C 2.32984 -0.26426 -1.13885
C 2.97355 -0.14712 0.25133
C 0.90845 -0.27799 1.61623
C 0.09275 -0.31240 -0.40873
C 0.86133 1.70084 -1.63096
N 1.02348 0.34593 -1.19339
N 2.21795 -0.87103 1.27873
F 0.36666 -1.68783 -0.48688
H -5.12910 -0.01438 0.51621
H -3.56871 1.60602 1.70512
H -4.19549 -1.59856 -0.96246
H -1.04009 1.51967 1.21614
H -1.70284 -1.89827 -1.09223
H 2.97094 0.26662 -2.01506
H 2.28450 -1.35085 -1.54270
H 4.02828 -0.43610 0.24504
H 3.15409 0.82272 0.72943
H 1.13683 0.76003 1.76704
H 0.31180 -0.96816 2.17957
H 1.01949 1.72036 -2.66875
H -0.20714 2.01450 -1.34057
H 1.58765 2.43547 -1.32517
H 2.02634 -1.82018 0.94163
H 2.74504 -1.18798 2.22131

The maximum force is 4.65 eV Å⁻¹. The frontier orbital gap comes out at 8.71 eV. Its total charge is +1. Its spin multiplicity is 1. The relative energy (zero: lowest compared OMol25 entry of this formula, charge and spin) comes out at 206.9 kJ/mol.

# C11H16IN2

An isolated ion of composition C11H16IN2 and charge +1 in a non-equilibrium geometry (wB97M-V/def2-TZVPD, the Open Molecules 2025 dataset).

Element x y z (Å)
C 0.69081 0.08068 3.63123
C -0.67866 0.19894 3.40458
C 1.56214 -0.09784 2.58566
C -1.15927 0.16529 2.10584
C 1.10171 -0.20579 1.24919
C -0.29745 -0.01391 1.03934
C 2.01442 -0.42401 0.21658
C -0.77161 0.10408 -0.37382
C 0.12489 1.03925 -1.16310
C 0.86332 1.77092 -3.35054
C -1.79184 -2.17780 -0.57943
N -0.03069 0.97975 -2.52395
N -0.73371 -1.26717 -1.04450
I 0.41345 2.93021 -0.17381
H 1.06962 0.14248 4.63924
H -1.35561 0.35392 4.22785
H 2.62020 -0.19569 2.77342
H -2.21113 0.32510 1.91690
H 3.05454 -0.21325 0.39434
H 1.79711 -0.81133 -0.76148
H -1.82645 0.41499 -0.40554
H 0.67228 1.53273 -4.39472
H 0.73053 2.84702 -3.19392
H 1.89278 1.50542 -3.10258
H -2.77052 -1.77358 -0.82897
H -1.68223 -3.15541 -1.04509
H -1.71895 -2.28810 0.50136
H -0.99010 1.02710 -2.86466
H -0.77571 -1.12678 -2.06223
H 0.18613 -1.66722 -0.81719

The maximum force is 1.06 eV Å⁻¹. The frontier orbital gap (alpha / beta) comes out at 7.15 / 7.00 eV. Its total charge is +1. Its spin multiplicity is 1. The relative energy (zero: lowest compared OMol25 entry of this formula, charge and spin) comes out at 86.5 kJ/mol.